Here is a 4-piece molecular cluster, C30H49F5IN4O11 overall at a distorted geometry from OMol25. Energies are from the ωB97M-V functional and the def2-TZVPD basis.

```
100
C30H49F5IN4O11 | OMol25 | the ωB97M-V functional and the def2-TZVPD basis
C -2.37 2.33 -2.19
H -2.10 -2.10 3.49
C -7.50 -3.63 0.36
H 1.78 -0.85 -4.13
H -4.03 -3.25 2.42
H -2.46 -3.63 -4.26
O -6.91 -4.44 3.74
H -1.15 -5.35 2.53
C 0.76 -0.58 -4.41
C -2.02 -2.53 2.49
C -1.01 3.01 -2.43
H 1.41 3.92 -1.98
H 4.70 10.19 3.43
H -2.18 -1.74 1.75
C 0.07 0.42 -3.47
O -7.13 -3.55 1.74
O -2.97 -4.17 0.97
C -1.02 -4.86 -3.10
H 6.01 11.17 4.13
H 4.55 6.32 4.99
H -0.28 1.66 -0.96
C 5.65 10.16 3.97
C 6.67 9.43 3.11
C -2.11 -5.12 0.57
C 3.37 2.59 1.52
O -0.16 -2.30 -2.15
C -0.04 -2.73 -3.24
C -8.92 -3.14 0.14
C -0.95 -5.49 1.47
C 2.28 0.85 -2.13
H 0.48 -2.51 -5.27
O 0.89 0.08 0.22
H 3.00 0.75 -2.94
O 6.86 8.10 3.30
H 6.45 7.94 5.33
H 2.66 -2.75 -3.35
H 3.70 2.23 -1.58
F 3.03 1.40 1.95
C -3.02 -3.65 2.30
C -0.04 -1.91 -4.51
H -9.17 -3.16 -0.93
H 3.70 -0.87 0.70
H -0.84 3.11 -3.51
C -8.38 -5.60 2.30
F 4.60 3.23 3.35
O 4.40 -0.87 -1.78
H -0.08 -4.91 1.17
H 4.12 -3.20 -2.43
H -1.10 4.03 -2.05
H -0.59 1.02 -4.09
H -1.04 -1.74 -4.91
H 0.77 -0.17 -5.42
O -2.23 -5.61 -0.52
C 4.91 6.93 4.16
O 7.26 9.99 2.24
H -8.07 -6.51 2.80
C -7.40 -4.50 2.65
C -2.37 -4.16 -3.30
H -3.13 -4.93 -3.28
N 1.07 3.33 -1.22
H 1.70 3.80 1.01
C 2.12 2.69 -0.57
C 3.32 -1.30 -1.91
H -9.37 -5.31 2.65
H -8.43 -5.83 1.24
I -3.44 1.25 -3.72
O -2.86 2.42 -1.16
H -9.04 -2.13 0.51
F 2.54 3.26 3.66
H 2.75 -2.38 0.45
N 2.31 3.08 0.64
H -0.99 -2.89 2.35
H 2.34 -1.19 1.73
H 1.33 2.15 -3.53
N 2.12 -0.52 -1.61
H -6.81 -2.97 -0.17
C 2.71 -1.32 0.72
H -0.56 -0.05 -2.71
C 6.34 7.37 4.41
F 3.51 4.78 2.46
H -1.01 -5.70 -3.80
C 0.99 1.43 -2.75
C 0.16 2.26 -1.75
H 4.24 7.78 4.04
N 2.94 1.73 -1.11
C 3.14 -2.75 -2.37
H -9.64 -3.77 0.67
H 4.85 6.35 3.25
H -0.74 -6.55 1.33
H 2.49 -3.26 -1.65
H -2.59 -3.48 -2.48
H -7.34 -4.63 -0.04
H 6.98 6.49 4.51
H 5.50 9.71 4.95
H -2.91 -4.44 3.04
H -1.01 -5.29 -2.10
C 3.46 3.51 2.79
O 0.16 -4.07 -3.42
C 1.82 -0.51 -0.23
F 4.54 2.61 0.96
```

For the LUMO energy, the calculation gives -4.4 eV. As for the total charge: +1.

Atomic partial charges in e from the Mulliken method, atoms 1 to 6: 0.0066, 0.4419, -0.3630, 0.4151, 0.1931, 0.3890